{
  "formula": "ClH7N2Si2",
  "method": "ωB97M-V/def2-TZVPD",
  "relative_energy_kj_mol": 68.6,
  "smiles": "N[Si](N)([SiH3])Cl",
  "largest_force_ev_per_a": 2.146,
  "gap_ev": 9.89,
  "e_homo_ev": -9.22,
  "multiplicity": 1,
  "elements": ["N", "Si", "N", "Si", "Cl", "H", "H", "H", "H", "H", "H", "H"],
  "xyz": [[0.6187, 1.5543, 0.6847], [1.0224, 0.0484, -0.1816], [1.2579, 0.5553, -1.7720], [-0.8386, -1.4238, 0.1558], [2.8341, -0.7198, 0.4236], [0.6798, 2.4286, 0.1888], [-0.2380, 1.5793, 1.2162], [1.9652, 0.0905, -2.3071], [0.5128, 0.6085, -2.4611], [-0.7758, -2.8808, -0.4474], [-2.1109, -1.1402, -0.3935], [-0.9515, -1.0557, 1.6426]]
}